1.
DFT (ωB97M-V/def2-TZVPD) results for C30H39AsN2PdSi2 as an isolated structure.

```
75
Properties=species:S:1:pos:R:3:forces:R:3
Pd -0.164863 -0.576634 0.804594 -0.3 0.1 -0.5
As -1.169918 -1.909892 -1.164110 -0.2 0.2 0.2
Si -2.066917 1.542396 3.082980 0.0 -0.1 -0.1
Si 0.857178 -2.030722 2.525677 0.2 -0.6 0.5
N -0.274973 1.265079 -0.402842 0.0 0.0 0.2
N -1.618812 0.996081 1.378646 0.3 0.1 -0.1
C 3.536367 -2.870899 2.817637 0.0 0.1 0.0
C -1.925629 2.999668 -0.016592 0.0 0.0 -0.1
C -2.954081 -4.647938 -2.606984 0.0 0.0 0.0
C -3.423842 0.438029 3.685777 0.0 0.0 -0.1
C 0.249427 1.940092 -1.397837 0.0 0.0 0.0
C -0.323995 3.180260 -1.783668 0.0 0.0 0.0
C -1.935744 -2.863408 2.360483 0.0 0.1 0.0
C -1.593993 -4.444751 -2.380155 0.0 -0.1 0.0
C 3.822169 -3.644752 0.159034 0.0 0.0 0.0
C 4.867315 -3.822109 1.058733 0.0 0.0 0.0
C -0.584881 -3.223436 2.264293 0.1 0.1 -0.1
C -0.263483 -4.582688 2.127499 0.0 0.0 -0.1
C 2.466565 -2.698194 1.932543 0.0 0.0 -0.1
C -3.392941 -5.161694 -3.817669 0.0 0.0 0.0
C 1.461398 1.414463 -2.089436 0.0 -0.1 0.0
C -1.416983 3.687373 -1.108913 0.0 -0.1 0.0
C -1.261351 -5.544624 2.158151 0.1 0.0 0.0
C 2.635149 -3.086374 0.595399 -0.1 0.0 0.0
C -1.122753 -3.872398 -1.082551 0.1 0.1 0.0
C -0.678757 -4.774175 -3.378878 0.0 0.0 0.0
C -3.033752 -1.411562 -1.226807 0.0 0.0 0.0
C 4.725715 -3.435905 2.383431 0.0 0.0 0.0
C -2.475565 -5.477791 -4.810387 0.0 0.0 0.0
C -2.933687 -3.826550 2.364389 0.0 0.0 0.0
C -0.451206 1.344226 4.008948 0.0 0.0 -0.2
C -1.314904 1.780726 0.346724 -0.1 -0.1 0.1
C -2.593530 -5.170601 2.275119 0.0 0.0 0.0
C -0.546008 -1.420164 -2.926916 0.0 0.0 0.0
C -2.575032 3.329238 3.087184 0.0 0.0 0.0
C -1.117322 -5.288185 -4.587915 0.0 0.0 0.0
H 1.819825 -2.951239 -0.113628 0.0 0.0 0.0
H 0.769888 -4.889952 2.032567 0.0 0.0 0.0
H -4.353994 0.613935 3.144299 0.0 0.0 0.0
H -1.768879 -4.126181 -0.244975 0.0 -0.1 0.1
H -1.876370 3.972931 2.552444 0.0 0.0 0.1
H -0.776698 -0.370811 -3.099114 0.0 0.0 0.0
H 0.111035 3.717817 -2.614494 0.0 0.0 0.0
H 1.729865 0.428270 -1.712512 0.0 0.0 0.0
H -3.172821 -0.616447 3.612699 0.0 -0.1 0.1
H -3.532998 -1.716262 -0.309043 0.0 0.0 0.0
H -2.554287 3.648460 4.132158 0.0 0.0 0.0
H -0.214381 2.286609 4.504585 0.0 0.0 0.0
H -2.778807 3.358330 0.536668 0.0 0.0 0.0
H 2.298859 2.092193 -1.916548 0.0 0.0 0.0
H -4.448190 -5.327363 -3.982328 0.0 0.0 0.0
H -2.214753 -1.820647 2.458412 0.1 0.0 0.0
H 0.382337 -4.636843 -3.203764 0.0 0.0 0.0
H -3.615787 0.646746 4.739115 0.0 0.1 0.1
H -1.861790 4.622138 -1.419662 0.0 0.0 0.0
H -3.365597 -5.927070 2.300247 0.0 0.0 0.0
H -1.090637 -2.040850 -3.639053 0.0 0.0 0.0
H -3.104430 -0.330354 -1.340898 0.0 0.0 0.0
H 0.937634 -1.650896 3.950948 0.0 0.2 -0.1
H 5.542508 -3.575363 3.077300 0.0 0.0 0.0
H -3.971382 -3.535502 2.459690 0.0 0.0 0.0
H 3.439004 -2.568234 3.852852 0.0 0.0 0.0
H 1.305742 1.369153 -3.167261 0.0 0.0 0.0
H -3.496824 -1.897696 -2.085162 0.0 0.0 0.0
H -2.817006 -5.885166 -5.751459 0.0 0.0 0.0
H -0.525557 0.571483 4.773014 0.0 -0.1 0.0
H -3.582219 3.510800 2.713866 0.0 0.0 0.0
H 0.523702 -1.589797 -3.035013 0.0 0.0 0.0
H 3.942488 -3.943324 -0.873320 0.0 0.0 0.0
H -0.401008 -5.553436 -5.353392 0.0 0.0 0.0
H -0.100505 -4.158784 -0.837359 0.0 0.0 0.0
H 0.399270 1.095953 3.368554 -0.1 0.0 0.0
H 5.797257 -4.260499 0.722658 0.0 0.0 0.0
H -0.997844 -6.591566 2.096676 0.0 0.0 0.0
H -3.670488 -4.428078 -1.823932 0.0 0.0 0.0
```
Positions in Å, forces in eV/Å.

**E_HOMO (spin up / spin down)**: -13.1 / -13.9 eV
**Net charge**: +2
**2S+1**: 5
**F_max**: 0.0153 hartree/bohr
**HOMO-LUMO gap (spin up / spin down)**: 7.85 / 5.44 eV

=====

2.
DFT (ωB97M-V/def2-TZVPD) results for C30H39BrClCuN6O4Si as an isolated structure at a distorted geometry.

```
83
Properties=species:S:1:pos:R:3:forces:R:3
Br -1.157613 -1.044839 -0.999639 -0.2 2.4 -2.2
Cu -1.023099 -2.663756 0.511619 0.7 -1.0 2.0
Cl -1.582115 -5.184617 0.813631 0.0 -0.7 0.1
Si -0.687066 1.425319 -2.482096 0.0 -0.3 0.3
O -2.049151 -4.243671 -0.221837 -0.4 0.6 -0.8
O -0.896675 -4.293250 1.760863 0.2 0.4 0.4
O -0.654073 -6.078070 0.243765 0.2 -0.4 -0.1
O -2.676070 -5.804887 1.432541 -0.3 -0.3 0.1
N 4.249027 1.630594 6.534052 0.2 0.2 0.2
N 1.143077 -3.214933 -0.105657 -0.1 -0.1 0.3
N -3.934257 -0.389605 3.911876 -0.1 0.1 0.1
N -2.494474 -1.631161 1.933202 0.2 -0.2 0.0
N 0.192588 -1.696025 1.900212 -0.4 -0.2 -0.4
N 3.809122 -3.803767 -0.391562 0.2 -0.1 0.0
C -2.610199 -0.362354 3.912968 0.1 0.0 -0.1
C -0.381248 -0.989660 2.871804 0.4 0.2 0.3
C 0.570514 2.347776 -1.333431 -0.1 -0.3 0.0
C 0.572095 1.676531 -5.014169 -0.1 0.2 0.3
C 0.202171 2.212713 0.153607 -0.2 0.0 -0.1
C 0.578047 3.832519 -1.736736 -0.3 -0.1 -0.3
C 3.175391 2.212681 6.018779 -0.1 -0.1 -0.1
C -3.816180 -1.671513 1.929459 0.0 0.0 0.1
C -4.544026 -1.034754 2.929397 0.1 0.0 0.0
C -1.862446 -0.979547 2.911191 -0.5 0.0 0.0
C 2.332684 1.577983 5.118287 0.1 -0.1 0.0
C -2.692480 3.095012 -3.563960 0.4 -0.1 -0.1
C 1.779106 -0.424511 3.746730 0.0 0.0 -0.1
C 1.125451 -0.424175 -3.770668 -0.1 0.1 0.2
C -1.110452 -0.166506 -4.805775 0.0 0.2 0.2
C 1.993816 1.796271 -1.496022 -0.2 0.0 -0.2
C -2.860668 2.694579 -1.098111 0.2 -0.1 -0.1
C 2.904818 -4.330525 -1.201651 0.0 0.1 0.0
C -2.517978 2.049144 -2.448893 0.1 -0.2 0.1
C 2.632547 0.275178 4.728645 0.1 0.1 0.1
C 1.514281 -1.827648 1.818339 0.2 0.2 0.4
C 0.011776 0.591270 -4.078990 -0.2 -0.1 0.2
C 3.387415 -3.007474 0.580176 -0.1 0.1 0.0
C 2.345057 -1.193735 2.734686 -0.2 0.0 0.0
C 2.038207 -2.698103 0.739226 0.2 -0.2 -0.4
C 4.526845 0.384007 6.178685 -0.1 0.0 -0.1
C 0.392676 -0.323713 3.813096 0.0 -0.1 -0.2
C -3.529909 0.913208 -2.666815 0.2 -0.1 -0.1
C 1.552263 -4.036037 -1.056726 0.1 0.0 -0.1
C 3.754343 -0.337057 5.278842 0.0 0.1 0.0
H -2.154097 0.159290 4.743715 0.1 0.0 0.0
H 0.855019 3.956339 -2.785625 0.0 0.1 0.0
H 2.365353 1.931998 -2.510856 0.1 -0.1 0.0
H -1.560425 -0.908355 -4.145661 -0.1 -0.1 -0.1
H -2.699496 1.987971 -0.283572 -0.1 0.0 0.1
H -0.191059 2.406942 -5.288100 0.0 0.1 -0.1
H 3.274748 -4.984462 -1.980439 -0.1 0.0 0.0
H -0.394872 4.299777 -1.586766 0.0 0.1 0.0
H -2.281347 3.598239 -0.913619 0.0 0.0 0.1
H -1.993367 3.926302 -3.454787 0.0 0.1 -0.1
H 1.000352 2.648798 0.758126 0.1 0.0 0.0
H -0.071156 0.244641 4.604394 0.0 0.0 0.0
H -5.625566 -1.051508 2.955626 0.0 0.0 -0.1
H -0.720720 2.733828 0.395138 0.0 0.0 0.1
H 2.031650 0.054594 -3.410076 0.0 -0.1 0.0
H 1.410288 2.207156 -4.560736 0.0 0.0 -0.1
H 2.033747 0.737936 -1.236318 0.1 0.0 0.0
H 0.793178 -1.150923 -3.030176 0.1 -0.1 0.0
H -3.704011 3.501314 -3.520504 0.0 0.0 0.0
H 5.409718 -0.051870 6.630696 0.0 -0.1 0.0
H 0.086692 1.162925 0.427553 0.0 0.0 0.1
H 0.797809 -4.460272 -1.706754 0.0 0.0 0.0
H 3.418460 -1.279403 2.663156 0.0 0.0 0.0
H 1.480318 2.098245 4.701990 0.0 0.0 0.0
H 2.984877 3.231629 6.334136 0.0 0.0 0.0
H -1.884380 0.509223 -5.169935 -0.1 0.0 0.0
H 4.011031 -1.359499 5.035644 0.0 0.0 0.0
H -4.286302 -2.226295 1.127299 -0.1 0.0 0.0
H -3.355780 0.369331 -3.592083 -0.1 0.0 0.0
H 2.664369 2.341672 -0.829078 0.0 0.0 0.1
H -4.532083 1.343573 -2.706703 0.0 0.0 0.0
H 0.931211 1.205948 -5.930730 0.0 0.0 0.0
H 4.164123 -2.614860 1.223234 -0.1 0.0 0.1
H 1.306898 4.376191 -1.133570 0.0 0.0 0.1
H -2.552647 2.652526 -4.550917 0.0 0.1 -0.1
H -3.486478 0.202552 -1.844471 -0.1 0.0 0.0
H 1.374304 -0.954122 -4.691747 0.0 0.0 0.0
H -3.914866 2.977232 -1.101290 0.0 0.0 0.0
H -0.688632 -0.683495 -5.669135 0.0 0.0 0.0
```
Positions in Å, forces in eV/Å.

**E_HOMO (spin up / spin down)**: -12.1 / -12.1 eV
**Net charge**: +1
**2S+1**: 2
**F_max**: 0.0640 hartree/bohr
**Energy above the lowest of the compared OMol25 structures with the same formula, charge and spin**: 30.9 kcal per mole
**HOMO-LUMO gap (spin up / spin down)**: 8.52 / 7.78 eV

=====

3.
DFT (ωB97M-V/def2-TZVPD) results for C30H39CaGeN5O6SSeSi as an isolated structure at a distorted geometry.

```
85
Properties=species:S:1:pos:R:3:forces:R:3
Se -2.899560 -0.681296 1.175761 -1.0 -0.5 0.1
Ge -4.152281 -2.492649 -1.433087 -0.2 -0.2 0.0
Ca -0.455103 0.260635 -0.137354 -0.9 0.6 0.1
S -2.501709 2.403509 -1.500328 0.1 0.0 0.1
Si -1.898023 4.472277 -3.952948 0.0 0.3 -0.1
O 0.237260 0.960264 1.792506 0.7 -0.1 1.2
O 1.928660 -1.716539 5.323522 0.4 -0.3 0.8
O -0.802306 -0.549907 -2.027472 0.1 -1.2 -1.6
O 1.444766 -3.421997 2.941235 0.1 -0.7 0.0
O -0.255410 -1.769421 1.134312 0.4 -0.1 0.2
O 1.844118 1.051357 4.272291 0.5 0.5 0.4
N -2.697631 1.745561 2.561484 0.2 0.5 0.3
N 0.081956 2.415863 -0.957481 0.6 0.9 -0.5
N 2.354972 -2.509905 -0.173605 0.1 0.1 0.1
N -0.815125 3.194874 3.333632 -0.4 -0.2 -0.2
N 1.851922 -0.429927 -0.704048 0.5 -0.3 0.1
C 0.620439 -0.018371 2.510907 -0.1 -0.5 0.2
C 0.749200 4.308169 -2.874740 -0.3 0.0 0.0
C 0.216423 3.623288 2.384508 0.0 0.1 0.1
C 1.718572 3.842781 -1.979935 0.1 0.0 -0.1
C -2.788568 3.174107 -4.960629 -0.1 -0.3 0.0
C 1.382617 0.047696 3.749338 -0.3 -0.7 -0.6
C -6.045188 -3.043029 -1.279379 -0.2 0.0 0.1
C -0.885316 2.914141 -1.767877 0.0 0.3 0.0
C 0.903195 -2.215243 -2.179267 0.0 0.1 0.2
C -3.125469 5.592331 -3.084458 -0.2 0.1 0.1
C -1.797149 2.393392 2.897781 0.4 0.3 0.2
C 2.748565 -0.431276 0.355654 -0.1 -0.1 -0.4
C -0.822412 -2.035175 -3.865348 0.0 0.0 -0.1
C 1.634859 -1.705035 -0.997223 0.2 0.0 -0.5
C -0.561768 3.868999 -2.796818 0.2 -0.3 0.2
C 1.538933 -1.362904 4.237723 -0.4 0.3 -0.7
C -4.084821 -0.859919 -2.478508 0.1 0.1 0.0
C -3.313804 -4.042365 -2.290623 0.1 -0.1 -0.1
C 1.415923 -3.313592 -2.869984 0.0 0.1 0.0
C 0.403123 -1.400046 2.147667 -0.2 0.3 0.3
C -0.285406 -3.116179 -4.537431 0.1 0.1 0.2
C -0.367727 3.020516 4.718863 -0.1 0.0 -0.1
C -3.408509 -2.399932 0.377325 0.5 0.1 0.0
C 1.137750 -2.254191 3.094473 -0.1 0.6 -0.1
C 3.054417 -1.706588 0.703874 0.1 -0.1 -0.1
C -4.627697 0.188853 0.892128 0.2 0.2 0.0
C -1.047971 5.586336 -5.227590 0.2 0.1 -0.1
C -0.264781 -1.539287 -2.656240 -0.1 0.0 0.0
C 1.334570 2.887249 -1.066911 -0.3 -0.1 0.1
C 0.841649 -3.777664 -4.043230 -0.1 0.0 0.0
H -6.476411 -3.176510 -2.277812 0.0 0.0 0.1
H -5.289833 -0.501783 0.373876 0.0 0.0 0.0
H -6.114321 -3.999876 -0.748669 0.0 0.1 -0.1
H -4.097506 -2.881438 1.066160 -0.1 -0.1 0.1
H 3.113138 0.485170 0.794510 -0.1 0.0 0.0
H 1.072781 2.947082 2.420529 -0.1 0.1 0.0
H 2.053892 2.475399 -0.360638 -0.1 0.0 -0.1
H 1.266598 -4.621360 -4.572252 0.0 0.0 0.0
H 0.524859 2.392921 4.761591 -0.1 0.1 0.0
H -3.484584 -4.926429 -1.666755 0.0 0.1 -0.1
H 3.667647 -2.114193 1.492806 -0.1 0.0 -0.1
H 2.151479 -3.481771 -0.008639 0.0 0.0 0.0
H -0.254261 5.051864 -5.767760 -0.1 0.1 0.1
H -1.159041 2.552000 5.299609 -0.1 0.0 0.0
H -3.102948 -0.395540 -2.363169 0.0 0.0 -0.1
H -3.641794 5.027570 -2.304313 0.0 0.1 0.0
H -1.702268 -1.526154 -4.245138 0.0 0.0 0.0
H -3.254502 2.444447 -4.294004 0.0 0.0 -0.1
H -0.147777 4.001091 5.145578 0.0 0.1 0.0
H -3.570748 3.636793 -5.577533 0.1 0.0 0.1
H -4.258831 -1.073146 -3.538510 0.0 0.0 0.1
H -2.236859 -3.896602 -2.401270 -0.1 0.0 0.0
H 1.029928 5.027943 -3.639799 0.0 0.0 0.0
H 0.528305 4.637502 2.642354 -0.1 0.1 0.0
H -0.601058 6.473515 -4.758238 -0.1 -0.1 -0.1
H -0.189719 3.612600 1.375784 0.0 0.0 0.0
H -1.780761 5.934065 -5.968687 0.1 -0.1 0.1
H 2.313930 -3.793983 -2.495316 0.0 0.0 0.0
H 2.744154 4.187942 -2.017522 0.0 0.0 0.0
H -3.738915 -4.230817 -3.282963 0.1 0.0 0.1
H -4.456751 1.083563 0.295401 -0.1 0.0 0.0
H -2.470228 -2.964443 0.386276 -0.1 0.0 0.0
H -0.747141 -3.457670 -5.457589 0.0 0.0 0.0
H -4.839490 -0.149667 -2.131588 0.0 -0.1 0.0
H -6.651038 -2.307276 -0.739695 0.1 -0.1 -0.1
H -3.871035 5.994099 -3.784636 0.1 -0.1 0.1
H -2.605532 6.436281 -2.613073 -0.1 -0.1 -0.1
H -5.040577 0.472988 1.855405 0.0 0.0 0.0
H -2.095536 2.639436 -5.622317 -0.1 0.1 0.1
```
Positions in Å, forces in eV/Å.

**E_HOMO**: -1.8 eV
**Net charge**: -2
**2S+1**: 1
**F_max**: 0.0383 hartree/bohr
**Energy above the lowest of the compared OMol25 structures with the same formula, charge and spin**: 7.4 kcal per mole
**HOMO-LUMO gap**: 6.16 eV